[1]
{
  "formula": "C6H9NO3S",
  "method": "the ωB97M-V functional and the def2-TZVPD basis",
  "homo_lumo_gap_ha": 0.3176,
  "e_tot_ha": -912.62035,
  "fmax_ha_per_bohr": 0.10054,
  "total_charge": 0,
  "relative_energy_ev": 2.138,
  "multiplicity": 1,
  "elements": ["C", "C", "C", "C", "C", "C", "N", "O", "O", "O", "S", "H", "H", "H", "H", "H", "H", "H", "H", "H"],
  "positions_angstrom": [[2.027, -1.637, -0.063], [2.929, 0.544, -0.038], [0.924, -0.384, -0.096], [1.651, 0.946, 0.012], [-2.193, -0.896, 0.687], [-0.144, -0.454, -1.269], [0.990, 2.171, -0.257], [4.131, 1.222, -0.101], [1.988, -2.811, -0.073], [3.174, -0.852, 0.095], [-1.726, 0.301, -0.679], [0.387, -0.570, 0.842], [-2.224, -1.788, 0.122], [-3.138, -0.631, 0.903], [-1.618, -0.719, 1.581], [-0.403, -1.396, -1.673], [-0.035, 0.186, -2.198], [0.056, 2.055, -0.024], [1.482, 2.952, 0.340], [4.882, 0.562, 0.116]],
  "forces_ev_per_a": [[-0.5, 5.1, -0.2], [1.2, 0.1, 0.6], [-1.4, -2.1, -0.8], [1.2, -2.0, -1.4], [2.5, 1.5, -2.0], [-0.6, 2.2, 0.4], [4.2, 1.6, 1.4], [0.4, -1.7, 0.5], [-0.1, -0.2, 0.0], [0.3, -0.5, -0.3], [0.1, -0.4, 0.7], [-0.2, -0.1, -0.2], [0.4, -1.5, 0.4], [-3.5, 0.9, 0.8], [0.6, -0.7, 0.0], [0.2, -1.4, 0.1], [0.9, -0.5, 1.2], [-2.2, 0.2, 0.7], [-1.6, -1.9, -1.6], [-1.9, 1.5, -0.5]]
}

---

[2]
{
  "formula": "C6H9NOS",
  "method": "the ωB97M-V functional and the def2-TZVPD basis",
  "homo_lumo_gap_ha": 0.3255,
  "e_tot_ha": -762.02734,
  "fmax_ha_per_bohr": 0.10501,
  "total_charge": 0,
  "relative_energy_ev": 3.839,
  "multiplicity": 1,
  "elements": ["C", "C", "C", "C", "C", "C", "N", "O", "S", "H", "H", "H", "H", "H", "H", "H", "H", "H"],
  "positions_angstrom": [[1.606, 1.241, -0.700], [-2.183, 1.106, -0.785], [-1.898, 0.652, 0.663], [0.231, 0.216, 1.036], [0.607, -0.704, -0.163], [1.489, -1.932, 0.190], [1.326, 0.123, -1.171], [-2.721, -0.093, -0.140], [1.098, 1.681, 0.964], [2.193, 1.961, -1.235], [-3.057, 1.849, -0.992], [-1.401, 0.982, -1.600], [-2.309, 1.301, 1.559], [0.245, -0.167, 2.129], [-0.342, -1.034, -0.502], [2.030, -2.384, -0.731], [0.886, -2.856, 0.575], [2.200, -1.944, 0.903]],
  "forces_ev_per_a": [[0.3, 1.0, 0.5], [-0.7, 0.5, 0.9], [2.1, 2.6, 0.1], [-3.5, -1.4, 1.3], [1.5, 0.1, 1.4], [-2.7, -3.5, -3.2], [-0.9, -1.1, 0.5], [0.7, -0.4, -0.1], [0.7, 0.9, -0.8], [0.2, 0.4, -0.3], [2.0, -1.2, 0.4], [-1.2, -0.1, 1.2], [0.6, -1.6, -1.7], [-0.2, 0.2, -2.1], [-0.6, -0.6, -1.0], [-1.1, 1.1, 1.2], [0.3, 1.7, -0.9], [2.6, 1.4, 2.5]]
}